This record from the Open Molecules 2025 dataset describes an isolated molecule of C10H10O2. The level of theory is ωB97M-V/def2-TZVPD.

## Properties
Relative energy (zero: lowest compared OMol25 entry of this formula, charge and spin) = 67.2 kcal/mol
HOMO = -8.997 eV
E_tot = -14625.03411 eV
SMILES string = O=C(O)[C@@H]1CCc2ccccc21
Frontier orbital gap = 9.63 eV

ORCA input file:
```
! RIJCOSX wB97M-V def2-TZVPD def2/J DEFGRID3
* xyz 0 1
O 3.2721 -0.6398 -0.2037
C 2.1019 -0.6648 0.1514
O 1.6951 -1.0618 1.3870
C 1.0905 0.1318 -0.6429
C 1.2858 1.6438 -0.4063
C -0.0941 2.0628 0.0554
C -1.0021 0.8859 0.1864
C -2.3545 0.8110 0.5555
C -3.1125 -0.3271 0.1115
C -2.3131 -1.4561 -0.3458
C -0.9978 -1.2899 -0.8176
C -0.3809 -0.2590 -0.3351
H 0.8230 -1.3625 1.1905
H 1.3038 0.1036 -1.7458
H 1.6806 2.1534 -1.4255
H 2.0744 1.6884 0.3273
H -0.1401 2.5547 1.1651
H -0.5516 2.8213 -0.5192
H -2.8554 1.6123 1.1346
H -4.1804 -0.4557 0.6611
H -2.7378 -2.4267 -0.3625
H -0.4929 -2.3061 -0.9669
*
```

Atom charges from the Löwdin analysis, given in e for atoms 1 to 8: 0.10, -0.46, 0.14, -0.18, -0.11, -0.14, -0.18, -0.03

This record from the Open Molecules 2025 dataset describes a structure of composition C6O6Rh. The level of theory is ωB97M-V/def2-TZVPD.

## Properties
HOMO (alpha / beta) = -24.160 / -23.011 eV
E_tot = -21467.43521 eV
Frontier orbital gap (alpha / beta) = 10.13 / 3.24 eV
Expectation value of S² = 6.04

ORCA input file:
```
! RIJCOSX wB97M-V def2-TZVPD def2/J DEFGRID3
* xyz 3 5
O 0.0033 4.9383 -0.0076
C 0.0025 3.7864 0.0219
Rh -0.0006 -1.0081 -0.1040
O 0.0001 -0.0085 -3.1180
C 0.0000 -0.2718 -1.9483
C -0.0017 -2.7255 -0.0075
O -0.0027 -3.8499 0.0297
C -1.9638 -0.2752 -0.0066
O -3.1103 -0.0071 0.0342
C 1.9634 -0.2777 -0.0064
O 3.1103 -0.0116 0.0344
O -0.0003 -0.0111 3.1199
C -0.0004 -0.2783 1.9584
*
```

Atom charges from the Löwdin analysis, given in e for atoms 1 to 8: 0.20, 0.22, 1.07, 0.30, -0.02, -0.19, 0.43, 0.02

This record from the Open Molecules 2025 dataset describes a structure of composition C30H18BBrF9N4OPRu. The level of theory is ωB97M-V/def2-TZVPD.

## Properties
Relative energy (zero: lowest compared OMol25 entry of this formula, charge and spin) = 8.0 kcal/mol
HOMO (alpha / beta) = -11.686 / -11.818 eV
E_tot = -146450.85848 eV
Frontier orbital gap (alpha / beta) = 8.56 / 6.66 eV
Expectation value of S² = 0.76

ORCA input file:
```
! RIJCOSX wB97M-V def2-TZVPD def2/J DEFGRID3
* xyz 1 2
Ru 0.1000 -0.1972 -1.2949
F -3.4533 -5.2880 1.7508
C -2.6827 -4.2281 1.6131
C -2.5234 -3.3418 2.6652
F -3.1419 -3.5588 3.8117
C -1.7057 -2.2318 2.5091
F -1.5483 -1.4287 3.5586
C -1.0626 -1.9616 1.3118
P 0.0513 -0.5389 1.0588
C -0.6979 0.8998 1.8468
C 0.1176 1.9995 2.1130
C -0.4399 3.1818 2.5728
C -1.8124 3.2756 2.7600
C -2.6291 2.1875 2.4840
C -2.0763 1.0036 2.0198
C 1.5335 -0.9907 1.9761
C 1.6762 -0.6503 3.3208
C 2.7786 -1.1026 4.0290
C 3.7257 -1.9033 3.4060
C 3.5760 -2.2577 2.0721
C 2.4823 -1.8035 1.3538
C -1.2159 -2.8864 0.2809
Br -0.1773 -2.7280 -1.3074
C -2.0102 -4.0042 0.4190
F -2.1337 -4.8819 -0.5678
H 1.1898 1.9347 1.9708
H 0.1980 4.0299 2.7823
H -2.2461 4.1993 3.1204
H -3.6987 2.2581 2.6333
H -2.7263 0.1651 1.7985
H 0.9323 -0.0395 3.8150
H 2.8932 -0.8341 5.0705
H 4.5816 -2.2578 3.9648
H 4.3135 -2.8837 1.5883
H 2.3764 -2.0767 0.3117
B 2.0880 -1.6006 -3.5523
N 0.8946 -0.7784 -4.1327
C 0.5402 -0.6365 -5.4091
C -0.6881 0.0068 -5.4749
C -1.0343 0.2238 -4.1536
N -0.0703 -0.2479 -3.3479
N 2.7755 -0.7296 -2.4591
C 4.0623 -0.3753 -2.3703
C 4.2268 0.4753 -1.2922
C 2.9552 0.6067 -0.7535
N 2.0962 -0.1372 -1.4536
H 1.6662 -2.6237 -3.0708
H 2.8785 -1.7996 -4.4278
H 1.1857 -1.0019 -6.1899
H -1.2382 0.2843 -6.3557
H -1.8968 0.7225 -3.7422
H 4.7679 -0.7389 -3.0975
H 5.1339 0.9458 -0.9584
H 2.6095 1.2089 0.0697
F -4.7211 4.1438 -0.6832
C -3.5424 3.5492 -0.8003
C -3.4685 2.1841 -1.0067
F -4.5642 1.4365 -1.0719
C -2.2221 1.6051 -1.1069
F -2.1325 0.2310 -1.2482
C -1.0297 2.3061 -1.0118
O 0.1667 1.7124 -1.1108
C -1.1339 3.6792 -0.7915
F -0.0329 4.4077 -0.6623
C -2.3718 4.2886 -0.6885
F -2.4450 5.5922 -0.4647
*
```

Atom charges from the Löwdin analysis, given in e for atoms 1 to 8: 1.01, 0.17, -0.12, -0.12, 0.17, -0.20, 0.12, -0.28

This record from the Open Molecules 2025 dataset describes a cluster of 2 separate species, C5H16NO in total. The level of theory is ωB97M-V/def2-TZVPD.

## Properties
Relative energy (zero: lowest compared OMol25 entry of this formula, charge and spin) = 37.6 kcal/mol
HOMO = -14.958 eV
E_tot = -8974.88604 eV
Frontier orbital gap = 11.59 eV

ORCA input file:
```
! RIJCOSX wB97M-V def2-TZVPD def2/J DEFGRID3
* xyz 1 1
C 0.4056 1.7655 0.2425
C 1.2678 0.4587 0.2826
C 0.5375 -0.7544 -0.4542
C -0.0696 -0.2491 -1.8920
C 1.5374 -1.9645 -0.7975
N -1.0407 1.3876 0.7088
H 0.3703 2.1763 -0.7463
H 0.5741 2.6368 0.9354
H 1.5133 0.3166 1.3850
H 2.1470 0.7863 -0.2757
H -0.3040 -0.9303 0.2052
H -0.3824 -1.2207 -2.4368
H 0.7247 0.3109 -2.4120
H -0.9839 0.4064 -1.7169
H 2.0465 -2.4806 0.0419
H 0.8777 -2.8542 -1.2017
H 2.2837 -1.7493 -1.6474
H -0.9997 0.8023 1.5848
H -1.6794 2.1103 1.0545
H -1.5272 0.9285 -0.0610
H -2.6273 -0.5470 3.1686
H -2.6057 -0.8200 1.6503
O -2.0657 -0.5162 2.3820
*
```

Atom charges from the Löwdin analysis, given in e for atoms 1 to 8: -0.12, -0.15, -0.36, -0.06, -0.08, 0.14, 0.10, 0.14

> Among the records above, which one has the lowest E_tot?

C30H18BBrF9N4OPRu

> Number 3 is which compound?

C30H18BBrF9N4OPRu

Repeat the second record exactly.
This record from the Open Molecules 2025 dataset describes a structure of composition C6O6Rh. The level of theory is ωB97M-V/def2-TZVPD.

## Properties
HOMO (alpha / beta) = -24.160 / -23.011 eV
E_tot = -21467.43521 eV
Frontier orbital gap (alpha / beta) = 10.13 / 3.24 eV
Expectation value of S² = 6.04

ORCA input file:
```
! RIJCOSX wB97M-V def2-TZVPD def2/J DEFGRID3
* xyz 3 5
O 0.0033 4.9383 -0.0076
C 0.0025 3.7864 0.0219
Rh -0.0006 -1.0081 -0.1040
O 0.0001 -0.0085 -3.1180
C 0.0000 -0.2718 -1.9483
C -0.0017 -2.7255 -0.0075
O -0.0027 -3.8499 0.0297
C -1.9638 -0.2752 -0.0066
O -3.1103 -0.0071 0.0342
C 1.9634 -0.2777 -0.0064
O 3.1103 -0.0116 0.0344
O -0.0003 -0.0111 3.1199
C -0.0004 -0.2783 1.9584
*
```

Atom charges from the Löwdin analysis, given in e for atoms 1 to 8: 0.20, 0.22, 1.07, 0.30, -0.02, -0.19, 0.43, 0.02

> The lowest E_tot belongs to which entry?

C30H18BBrF9N4OPRu